{
  "formula": "C4H6F6O12S3Zn",
  "method": "the ωB97M-V functional and the def2-TZVPD basis",
  "elements": ["O", "F", "O", "O", "O", "C", "C", "F", "O", "H", "H", "H", "H", "H", "F", "O", "H", "C", "S", "O", "O", "O", "S", "C", "F", "Zn", "F", "S", "O", "O", "F", "O"],
  "coordinates": [[0.4725, -1.4794, 0.6078], [0.8778, -1.1083, 3.6049], [-1.1898, 3.3246, -0.4083], [3.0350, 2.0067, -1.3427], [2.2258, -0.2099, -0.9296], [1.6708, -1.9758, 2.9699], [-2.2380, -1.0328, -1.3433], [-0.3200, 2.5708, 3.2563], [-0.6822, -3.1188, 1.9156], [-2.6337, 0.6127, -0.5188], [-1.8100, -0.7762, -3.3863], [-3.3186, -1.1751, -1.3570], [-1.9627, -1.6825, -0.5126], [-1.6632, -2.4124, -3.0794], [2.8128, -1.3912, 2.5152], [2.9763, 0.5754, -3.2184], [0.3852, -1.5106, -3.1968], [-1.4887, -1.4522, -2.5940], [2.4015, 0.8729, -1.9205], [0.1306, 1.4599, 0.5840], [1.0007, 1.2200, -2.0452], [-0.0423, -1.3219, -2.3582], [0.6597, -2.6906, 1.4438], [-0.9773, 3.2379, 2.3112], [-0.9525, 4.5773, 2.5306], [0.3529, -0.0286, -0.6949], [-2.2260, 2.8277, 2.3529], [-0.1952, 2.9157, 0.5662], [1.5402, -3.7522, 0.9094], [-1.8287, 0.2430, -0.8889], [1.9219, -3.0289, 3.7968], [1.0650, 3.7026, 0.4302]],
  "homo_ha": -0.0610,
  "lumo_energy_ev": 4.27,
  "de_lowest_kcal_mol": 62.29,
  "gap_ev": 5.9,
  "charge": -2
}

---

{
  "formula": "Cl2FeI2O8",
  "method": "the ωB97M-V functional and the def2-TZVPD basis",
  "elements": ["Fe", "O", "O", "O", "I", "O", "O", "Cl", "Cl", "O", "O", "O", "I"],
  "coordinates": [[1.2797, 0.6277, 0.4008], [-0.9847, 1.6522, -0.5127], [0.9855, 2.5434, -0.9394], [-0.9701, -2.9281, 2.1825], [3.6029, -0.3599, -0.4146], [-1.3939, -3.1851, -0.1125], [-2.2674, -1.4117, 1.1902], [-1.1091, -2.2222, 0.9580], [-0.1375, 1.9371, -1.6325], [-0.6074, 2.7460, -2.6708], [0.2211, -1.6279, 0.6913], [0.2401, 0.5927, -2.0248], [1.1407, 1.6359, 2.8844]],
  "multiplicity": 6,
  "homo_ha": [-0.2444, -0.2441],
  "lumo_energy_ev": [2.28, -1.17],
  "de_lowest_kcal_mol": 3.47,
  "gap_ev": [8.9, 5.5],
  "charge": -1
}

---

{
  "formula": "C3H11NO4",
  "method": "the ωB97M-V functional and the def2-TZVPD basis",
  "elements": ["O", "H", "H", "N", "H", "H", "C", "O", "H", "H", "O", "C", "H", "H", "H", "H", "O", "C", "H"],
  "coordinates": [[-1.0125, -0.6441, 2.3592], [-0.6691, 2.3874, 0.6650], [-2.2923, 0.4806, -1.6879], [-0.7406, 1.6941, -0.0577], [2.4031, -1.9724, -1.9438], [0.0684, -1.0200, 0.7187], [-1.4775, 0.5146, 0.3063], [2.3018, -1.3781, -1.1817], [3.1194, -0.8700, -1.1652], [-2.3904, 0.8243, 0.8074], [2.7639, 1.0272, 1.7195], [-0.7433, -0.4722, 1.1978], [2.8464, 0.4208, 2.4617], [-0.4574, -0.8398, -1.9111], [0.1650, 1.5953, -0.4835], [-2.8928, -0.8248, -0.5336], [-1.1799, -1.2401, -1.4145], [-2.0617, -0.2267, -0.9096], [2.2497, 0.5437, 1.0530]],
  "homo_ha": -0.3315,
  "lumo_energy_ev": 0.23,
  "de_lowest_kcal_mol": 59.34,
  "gap_ev": 9.3,
  "smiles": "N[C@H](C=O)CO.O.O"
}